# 1
The following is a quantum chemistry calculation of an isolated molecule of C6H14O, from the Open Molecules 2025 dataset.

XYZ file:
```
21
C6H14O wB97M-V/def2-TZVPD
C 2.841 1.705 -0.989
C 2.121 0.681 -0.113
C 0.632 0.994 0.007
C -0.187 -0.117 0.682
C -1.490 -0.329 -0.065
O -2.265 -1.315 0.565
C -3.442 -1.574 -0.153
H 3.031 2.642 -0.448
H 2.225 1.944 -1.868
H 3.799 1.324 -1.361
H 2.232 -0.322 -0.549
H 2.574 0.636 0.887
H 0.496 1.946 0.536
H 0.244 1.165 -1.007
H -0.403 0.121 1.729
H 0.369 -1.063 0.687
H -2.049 0.622 -0.120
H -1.262 -0.629 -1.104
H -4.068 -0.671 -0.241
H -4.000 -2.343 0.386
H -3.221 -1.936 -1.170
```

Calculated values
highest occupied orbital energy	-9.83	eV
charge	0
relative energy (zero: lowest compared OMol25 entry of this formula, charge and spin)	80.2	kJ/mol
orbital gap	11.0	eV
LUMO level	1.1398	eV

Atom charges from the Mulliken analysis, given in e for atoms 1 to 8:
1 C -1.212
2 C -0.362
3 C -0.613
4 C -0.516
5 C -0.605
6 O -0.324
7 C -0.720
8 H 0.297

=====

# 2
The following is a quantum chemistry calculation of the ion C5H6NO4S with charge -1, from the Open Molecules 2025 dataset.

XYZ file:
```
17
C5H6NO4S wB97M-V/def2-TZVPD
C -1.225 0.129 1.203
C -1.571 -1.862 -0.392
C 1.600 0.876 -0.866
C 1.721 0.355 0.556
C -0.606 -0.894 0.346
N 0.376 0.912 -1.529
O -2.429 0.587 0.881
O -1.008 -2.940 -0.629
O -0.637 0.370 2.232
O -2.695 -1.471 -0.763
S 1.002 -1.292 0.530
H 1.945 1.937 -0.826
H 2.324 0.149 -1.501
H 2.769 0.395 0.748
H 1.186 1.042 1.173
H -0.009 1.828 -1.334
H -2.743 -0.122 0.172
```

Calculated values
highest occupied orbital energy (spin up / spin down)	-5.14 / -4.13	eV
charge	-1
relative energy (zero: lowest compared OMol25 entry of this formula, charge and spin)	163.4	kJ/mol
orbital gap (spin up / spin down)	8.0 / 6.7	eV
LUMO level (spin up / spin down)	2.8338 / 2.5654	eV

Atom charges from the Mulliken analysis, given in e for atoms 1 to 8:
1 C 0.431
2 C 0.588
3 C -0.453
4 C -0.680
5 C 0.372
6 N -0.487
7 O -0.581
8 O -0.713

=====

# 3
The following is a quantum chemistry calculation of an isolated molecule of C32H38Br2ClF3N4OS3, from the Open Molecules 2025 dataset.

XYZ file:
```
84
C32H38Br2ClF3N4OS3 wB97M-V/def2-TZVPD
C -6.440 7.624 0.493
O -6.685 6.148 0.601
C -5.915 5.760 1.798
C -4.470 5.007 1.432
C -4.468 4.307 -0.054
C -3.461 2.992 0.000
C -1.884 3.377 -0.396
C -1.142 2.191 -1.251
C -0.312 1.100 -0.352
C -0.715 1.057 1.237
C -0.363 -0.482 1.762
C -1.421 -1.741 1.673
C -2.957 -1.577 1.033
C -2.923 -2.480 -0.373
C -4.000 -1.973 -1.500
S -3.321 -0.734 -2.729
C -1.650 -1.245 -3.409
S -1.031 -2.827 -3.498
N -0.774 -0.111 -3.972
C -1.159 0.972 -4.993
C 0.105 2.006 -5.345
N 1.227 1.478 -4.433
C 0.668 0.248 -3.689
C -0.978 -3.238 2.216
N -2.001 -4.348 2.122
C 0.538 -3.554 2.849
C 1.614 -2.276 2.892
C 1.136 -0.763 2.362
S 2.502 0.568 2.485
C 4.056 -0.410 1.955
C 5.217 0.267 1.016
C 6.492 -0.716 0.588
C 6.527 -2.300 1.110
C 7.804 -3.206 0.590
C 7.408 -3.768 -0.903
C 6.244 -4.923 -0.920
F 6.542 -5.791 -2.120
Br 6.260 -6.159 0.661
C 4.716 -4.365 -1.139
F 3.819 -4.819 -0.012
F 4.607 -2.901 -1.340
Br 3.956 -5.284 -2.794
C 5.371 -2.943 2.082
C 4.093 -1.983 2.521
N 3.000 -2.571 3.423
Cl 3.187 -1.900 5.041
H -7.001 8.009 -0.465
H -6.982 8.088 1.449
H -5.289 7.887 0.502
H -6.553 4.945 2.359
H -5.727 6.650 2.548
H -4.306 4.232 2.325
H -3.579 5.789 1.548
H -5.558 3.877 -0.239
H -4.157 5.016 -0.933
H -3.553 2.569 1.105
H -3.878 2.132 -0.701
H -1.280 3.763 0.539
H -1.982 4.310 -1.131
H -1.947 1.706 -1.972
H -0.344 2.698 -1.977
H -0.558 0.017 -0.786
H 0.867 1.235 -0.398
H -0.066 1.783 1.903
H -1.845 1.255 1.468
H -3.764 -1.956 1.798
H -3.101 -0.454 0.739
H -1.800 -2.478 -0.734
H -3.184 -3.623 -0.149
H -4.953 -1.464 -0.992
H -4.438 -2.927 -2.066
H -2.215 1.133 -5.519
H 0.114 2.935 -6.075
H 1.400 -0.293 -2.938
H -1.593 -5.297 2.273
H -2.851 -4.173 2.700
H 0.794 -4.636 3.235
H 5.178 1.397 0.639
H 7.333 -0.237 -0.096
H 8.741 -2.484 0.429
H 8.160 -4.023 1.348
H 8.373 -4.246 -1.403
H 7.157 -2.813 -1.560
H 5.367 -4.039 2.503
```

Calculated values
highest occupied orbital energy	-7.73	eV
charge	0
orbital gap	6.6	eV
LUMO level	-1.1281	eV

Atom charges from the Mulliken analysis, given in e for atoms 1 to 8:
1 C -0.601
2 O -0.344
3 C -0.551
4 C -0.464
5 C -0.434
6 C 0.062
7 C -0.675
8 C -0.099

=====

# 4
The following is a quantum chemistry calculation of a structure of composition CdI, from the Open Molecules 2025 dataset.

XYZ file:
```
2
CdI wB97M-V/def2-TZVPD
Cd 0.539 0.952 0.403
I -0.539 -0.952 -0.403
```

Calculated values
highest occupied orbital energy	-15.23	eV
charge	+1
relative energy (zero: lowest compared OMol25 entry of this formula, charge and spin)	33.9	kJ/mol
orbital gap	7.3	eV
LUMO level	-7.9697	eV

And the Mulliken charges, in e, turn out to be:
1 Cd 0.823
2 I 0.177